Computed, not measured: C28H23BrHfN7O2S as an isolated structure, with ωB97M-V/def2-TZVPD.

Properties
frontier orbital gap: 5.44 eV
net charge: +3
HOMO level: -14.45 eV

Each line ends with the Mulliken charge.
Atoms and positions in Å:
Hf  0.4488  0.6162  -0.2793  1.24
Br  -9.7069  -0.0674  6.1994  -0.07
C  -7.8609  0.1723  6.0179  0.13
C  -7.1465  -0.6116  5.1030  -0.67
C  -5.7971  -0.4221  4.9624  -0.14
C  -5.1364  0.5702  5.7171  0.35
C  -5.8643  1.3449  6.6365  -0.27
C  -7.2144  1.1398  6.7896  -0.51
N  -3.8231  0.8902  5.5262  -0.70
N  -3.0331  0.1490  4.9514  0.22
C  -1.9587  0.2069  4.1990  0.22
C  -0.8857  -0.6986  4.3682  -0.68
C  0.1242  -0.7884  3.4498  -0.58
C  0.1201  -0.0330  2.2694  1.04
O  1.0906  -0.1680  1.2941  -0.95
C  -0.8990  0.9031  2.0740  0.80
N  -0.8869  1.6666  0.9009  0.01
C  -1.7855  2.6715  0.7681  -0.23
C  -2.7362  2.9426  1.7139  -1.03
C  -2.8307  2.1244  2.8490  -0.22
C  -1.9269  1.0974  3.0502  -0.10
H  -7.6663  -1.3571  4.5179  0.42
H  -5.2253  -1.0021  4.2483  0.40
H  -5.3446  2.0903  7.2240  0.47
H  -7.7818  1.7295  7.4955  0.44
H  -0.8688  -1.3122  5.2583  0.54
H  0.9468  -1.4729  3.6133  0.56
H  -1.7142  3.2588  -0.1399  0.51
H  -3.4198  3.7662  1.5737  0.48
H  -3.6141  2.3135  3.5719  0.56
N  2.9073  1.1213  -3.7099  -0.06
C  2.2909  0.0517  -4.3028  -0.65
C  1.3896  -0.4179  -3.3993  -0.21
N  1.4492  0.3536  -2.2596  -0.16
C  2.3839  1.2897  -2.4894  0.35
C  2.6665  2.2611  -1.4556  0.20
N  1.9135  2.2428  -0.3470  -0.23
C  2.4324  3.1956  0.4981  -0.18
C  3.4927  3.7920  -0.1138  -0.74
N  3.6201  3.1949  -1.3405  -0.06
H  3.6351  1.6728  -4.1436  0.21
H  2.5351  -0.2922  -5.2933  0.41
H  0.7120  -1.2473  -3.4940  0.48
H  2.0117  3.3790  1.4717  0.54
H  4.1671  4.5590  0.2265  0.42
H  4.3268  3.4408  -2.0197  0.21
C  -1.8371  -3.1201  -1.5933  -1.07
S  -0.3744  -2.3535  -0.8744  0.30
O  -0.8224  -0.8390  -0.7529  -0.53
C  -0.5355  -3.0473  0.7530  0.90
C  0.5079  -3.8555  1.1897  -0.25
C  0.3843  -4.5074  2.4076  -0.80
C  -0.7742  -4.3506  3.1558  -0.49
C  -1.8004  -3.5211  2.7143  -0.85
C  -1.6870  -2.8558  1.5070  -0.44
H  -2.7214  -2.6799  -1.1362  0.36
H  -1.7895  -4.1883  -1.3865  0.47
H  -1.8427  -2.9548  -2.6693  0.42
H  1.3896  -3.9924  0.5751  0.42
H  1.1778  -5.1492  2.7646  0.46
H  -0.8800  -4.8755  4.0960  0.48
H  -2.6950  -3.4038  3.3109  0.46
H  -2.4764  -2.1997  1.1592  0.37

Computed, not measured: C28H23CeClN3O3 as an isolated structure, with ωB97M-V/def2-TZVPD.

Properties
frontier orbital gap (alpha / beta): 6.12 / 6.13 eV
net charge: +1
HOMO level (alpha / beta): -11.16 / -11.16 eV

Each line ends with the Mulliken charge.
Atoms and positions in Å:
Ce  0.0992  0.7939  -0.3800  1.22
C  -2.1880  -2.9521  1.8187  -1.48
C  -1.6878  -1.6261  1.3342  0.66
N  -0.8838  -1.4599  0.3325  0.66
N  -0.4732  -2.5326  -0.3963  -1.09
C  0.4581  -2.2029  -1.2862  0.41
O  0.9993  -1.0551  -1.3505  -0.56
C  0.8742  -3.2419  -2.2498  0.43
C  0.4131  -4.5544  -2.1958  -0.16
C  0.8492  -5.4699  -3.1368  -0.75
C  1.7369  -5.0828  -4.1299  -0.35
C  2.1825  -3.7722  -4.1991  -0.73
C  1.7530  -2.8563  -3.2607  -0.41
C  -2.1281  -0.3890  1.9914  0.68
C  -2.4946  -0.3615  3.3376  -0.55
C  -2.8646  0.8379  3.9154  -0.55
C  -2.9186  1.9744  3.1227  -0.49
C  -2.5483  1.8647  1.7905  -0.25
N  -2.1357  0.7297  1.2344  -0.37
H  -1.9371  -3.7094  1.0812  0.36
H  -3.2665  -2.9157  1.9600  0.40
H  -1.7326  -3.2270  2.7689  0.31
H  -0.2781  -4.8393  -1.4175  0.46
H  0.4941  -6.4910  -3.1039  0.40
H  2.0819  -5.8051  -4.8546  0.40
H  2.8585  -3.4645  -4.9833  0.41
H  2.0838  -1.8288  -3.2877  0.44
H  -2.4536  -1.2641  3.9247  0.37
H  -3.0978  0.8844  4.9681  0.48
H  -3.2204  2.9257  3.5277  0.46
H  -2.5699  2.7327  1.1415  0.44
Cl  2.8379  0.6805  0.2824  -0.10
C  2.8708  2.4183  0.0639  0.91
C  3.4571  3.1830  1.0540  -0.65
C  3.4483  4.5636  0.9478  -0.54
C  2.8693  5.1517  -0.1640  -0.72
C  2.2771  4.3774  -1.1394  -0.76
C  2.2150  2.9768  -1.0483  0.81
C  1.4559  2.1709  -2.0388  -1.28
H  3.8948  2.6995  1.9147  0.45
H  3.8757  5.1651  1.7342  0.43
H  2.8832  6.2264  -0.2728  0.40
H  1.8233  4.8571  -1.9948  0.38
H  2.1142  1.3953  -2.4794  0.34
H  1.1253  2.8339  -2.8489  0.55
O  0.0055  3.8657  2.6394  -0.69
C  0.3099  2.7084  2.3982  0.14
O  0.3097  2.1651  1.2383  -0.38
C  0.6875  1.7810  3.5379  0.90
C  0.8244  2.3125  4.8151  -0.67
C  1.1319  1.4919  5.8841  -0.62
C  1.3042  0.1318  5.6832  -0.47
C  1.1615  -0.4070  4.4134  -1.04
C  0.8598  0.4142  3.3408  0.23
H  0.6854  3.3769  4.9407  0.51
H  1.2358  1.9044  6.8781  0.45
H  1.5548  -0.5163  6.5128  0.42
H  1.2817  -1.4718  4.2619  0.49
H  0.7660  -0.0177  2.3328  0.27

Computed, not measured: C28H23CrN9O2S5 as an isolated structure, with ωB97M-V/def2-TZVPD.

Properties
frontier orbital gap (alpha / beta): 5.77 / 5.79 eV
spin multiplicity: 5
net charge: -2
HOMO level (alpha / beta): -2.14 / -2.16 eV

Each line ends with the Mulliken charge.
Atoms and positions in Å:
Cr  0.2794  0.1359  0.2132  0.38
N  0.3060  -0.5508  2.2159  0.12
C  -0.9089  -0.9437  2.8671  -0.98
C  -1.6569  -2.0666  2.1355  0.01
C  -2.9481  -1.6704  1.4372  -1.09
C  -2.8265  -0.5051  0.4752  -0.20
N  -1.7669  -0.8236  -0.5372  0.21
H  0.9580  -1.2763  2.2764  0.29
H  0.7632  0.2696  2.7288  -0.15
H  -1.5250  -0.0897  2.9504  0.48
H  -0.7397  -1.2493  3.9157  0.34
H  -1.8519  -2.9458  2.7501  0.59
H  -0.9430  -2.3166  1.3665  -0.10
H  -3.6320  -1.4360  2.1927  0.64
H  -3.3497  -2.5872  0.9717  0.00
H  -2.4886  0.3708  0.9347  -0.13
H  -3.7866  -0.2644  0.0480  0.47
H  -1.9744  -0.2900  -1.4000  0.29
H  -1.7656  -1.8228  -0.7854  -0.46
S  2.6778  0.2714  0.1599  -0.44
C  3.4879  1.8133  0.6157  0.01
C  4.4803  2.2125  -0.2474  -0.54
C  5.2343  3.3505  -0.0224  0.51
C  6.3422  3.7194  -0.8679  -0.18
N  7.2476  4.0117  -1.5313  -0.64
C  5.1053  3.9935  1.2231  0.56
C  4.0929  3.6274  2.0912  -0.89
C  3.2579  2.5328  1.8246  0.63
S  1.9680  2.2694  2.9267  -0.50
C  6.0540  5.0059  1.6323  -0.14
N  6.8131  5.8097  1.9773  -0.61
H  4.7013  1.5995  -1.1088  0.43
H  4.1477  4.1587  3.0625  0.35
S  1.1072  0.5569  -4.3573  -0.34
C  0.4994  -0.1482  -2.8948  -0.35
N  0.4569  0.6620  -1.8823  0.73
C  1.0246  1.8628  -2.1853  -0.46
C  1.0899  2.9203  -1.3223  0.58
C  1.6673  4.1205  -1.6488  -1.12
C  2.1341  4.2287  -2.9542  -0.53
C  2.0515  3.2143  -3.8779  -0.28
C  1.4440  2.0219  -3.5206  0.49
H  0.0096  -1.0587  -2.8249  0.24
H  0.8082  2.8359  -0.2830  0.10
H  1.5685  4.8651  -0.8732  0.49
H  2.5973  5.1453  -3.2073  0.43
H  2.4326  3.3487  -4.9805  0.20
O  -4.3164  -2.7225  -1.8774  -0.59
S  -3.5910  -3.8969  -2.3613  1.21
O  -4.0850  -4.6802  -3.4462  -0.72
N  -2.0498  -3.4750  -2.6562  -0.58
C  -1.2706  -3.8094  -1.6375  -0.07
S  0.3520  -3.3442  -1.5635  -0.35
C  -1.9322  -4.6541  -0.6069  0.76
C  -1.4150  -5.3108  0.5116  -0.21
C  -2.2231  -5.9396  1.3987  -0.62
C  -3.5982  -5.9778  1.1590  -0.31
C  -4.1698  -5.3439  -0.0182  -1.00
C  -3.2355  -4.7744  -0.8552  0.22
H  -0.3618  -5.1696  0.8208  0.35
H  -1.8087  -6.3969  2.2971  0.39
H  -4.2552  -6.5263  1.8673  0.32
H  -5.2119  -5.5603  -0.2053  0.43
N  -0.9715  2.0149  0.7219  -0.24
C  -1.8005  2.8308  0.6783  0.55
N  -2.7213  3.7028  0.4719  -0.84
C  -2.8870  4.6691  1.3962  0.50
N  -3.0919  5.4747  2.2252  -0.61

Computed, not measured: C28H23F5N10O7STeY as an isolated structure, with ωB97M-V/def2-TZVPD.

Properties
frontier orbital gap: 8.44 eV
net charge: -1
HOMO level: -6.51 eV

Each line ends with the Mulliken charge.
Atoms and positions in Å:
Y  0.5942  0.4486  0.2913  1.26
O  4.2664  -1.9104  -0.4652  -0.75
C  3.1807  -1.4799  -0.1104  0.25
O  2.4759  -0.5260  -0.6296  -0.58
C  2.6058  -2.0212  1.2121  0.46
C  3.1090  -3.0676  2.0326  -0.79
C  2.4875  -3.3704  3.2253  -0.29
C  1.3410  -2.6333  3.6004  -0.70
C  0.8808  -1.6459  2.7691  0.48
N  1.4867  -1.3857  1.6070  0.45
C  -0.2635  -0.7420  3.2014  0.16
O  -0.8673  -0.9259  4.2360  -0.81
O  -0.4393  0.1619  2.3194  -0.51
H  3.9208  -3.6438  1.6095  0.47
H  2.8140  -4.1716  3.8979  0.39
H  0.8538  -2.8048  4.5372  0.58
N  6.9274  5.4671  -0.5398  -0.61
C  5.7209  4.9872  -0.0520  1.10
C  4.8656  5.8073  0.6972  -0.83
C  3.6865  5.2241  1.2284  -0.10
C  3.3545  3.9126  1.0133  -0.63
C  4.2270  3.1067  0.2704  -0.37
C  5.3302  3.6589  -0.3242  -0.78
S  1.7595  3.2171  1.4501  1.36
O  0.9642  3.9695  2.3767  -0.79
O  2.0808  1.8325  1.8178  -0.70
N  0.9387  3.0560  0.1519  -0.22
C  0.8747  3.6630  -0.9879  0.52
N  -0.2703  3.5169  -1.7270  0.16
C  -0.2842  3.8638  -3.0141  0.01
C  0.7439  4.5368  -3.6334  -0.98
C  1.7214  4.9661  -2.7320  -0.18
N  1.7674  4.5388  -1.4847  -0.42
H  6.8042  6.4398  -0.8332  0.22
H  7.4129  4.8881  -1.2196  0.23
H  5.1581  6.8468  0.9942  0.30
H  3.0848  5.9463  1.8170  0.38
H  3.9867  2.0695  0.0987  0.50
H  5.8840  2.9879  -0.9731  0.28
H  -1.1693  3.5644  -3.5742  0.42
H  0.6751  4.8682  -4.6693  0.38
H  2.4212  5.7617  -2.9657  0.46
F  0.4375  1.0411  -1.7375  -0.71
Te  -2.0110  2.6685  -0.7738  1.83
F  -3.6894  2.2554  -0.1951  -0.40
F  -2.8557  3.9456  -1.9114  -0.43
F  -2.0632  4.2041  0.3640  -0.45
F  -2.3377  1.6233  -2.2608  -0.43
O  -1.3102  1.6113  0.4554  -0.43
C  -3.0983  -0.8274  0.9949  -1.32
C  -2.3678  -1.4095  -0.1883  0.58
N  -1.1155  -1.2277  -0.4568  0.66
C  -0.8187  -1.8788  -1.6568  -0.96
C  -1.9017  -2.5286  -2.0849  -0.73
N  -2.9096  -2.1889  -1.1914  0.31
C  -4.2590  -2.5068  -1.4565  -0.98
N  -4.4324  -3.9357  -1.4275  0.71
N  -4.9976  -4.5109  -2.5223  -0.65
N  -5.1505  -5.7417  -2.3411  -0.57
C  -4.7077  -6.0301  -1.0621  -0.15
C  -4.6918  -7.2247  -0.3249  -0.55
C  -4.2227  -7.2126  0.9914  -0.64
C  -3.6965  -5.9997  1.5091  -0.52
C  -3.6625  -4.8434  0.8087  -0.59
C  -4.1718  -4.8568  -0.5010  1.45
H  -3.9941  -0.2832  0.7991  0.42
H  -2.5039  -0.0773  1.4348  0.17
H  -3.2997  -1.5950  1.7877  0.25
H  0.1683  -1.8729  -2.0950  0.58
H  -2.1036  -3.1660  -2.9556  0.46
H  -4.5967  -2.1829  -2.4323  0.32
H  -4.8451  -2.0137  -0.7058  0.48
H  -5.0980  -8.1157  -0.7505  0.42
H  -4.1644  -8.1522  1.5749  0.33
H  -3.3480  -6.0052  2.5305  0.41
H  -3.2937  -3.9407  1.2613  0.33

Computed, not measured: C28H23GaN3O4 as an isolated structure, with ωB97M-V/def2-TZVPD.

Properties
frontier orbital gap: 6.50 eV
net charge: +1
HOMO level: -11.47 eV

Each line ends with the Mulliken charge.
Atoms and positions in Å:
Ga  0.8864  1.1237  -0.7446  1.04
C  4.8975  -0.0878  -1.5381  -1.53
C  3.4418  0.1554  -1.6264  1.07
N  2.7574  0.2114  -0.5273  0.77
N  3.2001  0.0664  0.7175  -1.42
C  2.2145  0.4761  1.6130  0.06
O  1.1082  0.9855  1.1742  -0.48
C  2.5323  0.3985  3.0137  0.70
C  1.5345  0.7931  3.8344  -0.25
C  1.8191  0.9222  5.2072  -0.80
C  2.9625  0.4815  5.7353  -0.33
C  3.9227  -0.0513  4.9004  -0.53
C  3.7343  -0.1660  3.5469  -0.33
C  2.6463  0.4227  -2.7467  0.46
C  3.2355  0.4349  -4.0359  -1.04
C  2.3316  0.6122  -5.1253  -0.36
C  0.9366  0.7537  -4.8972  -1.15
C  0.5214  0.9129  -3.5958  -0.12
N  1.3304  0.8003  -2.5303  0.16
H  5.1594  0.2174  -0.5346  0.41
H  5.4447  0.4590  -2.2783  0.51
H  5.1704  -1.1634  -1.6134  0.27
H  0.5487  1.0742  3.4398  0.53
H  1.1231  1.4906  5.8107  0.39
H  3.0993  0.5314  6.8438  0.35
H  4.8923  -0.2448  5.3522  0.37
H  4.5293  -0.5479  2.8458  0.36
H  4.3213  0.2624  -4.1843  0.34
H  2.7751  0.7430  -6.1110  0.44
H  0.2289  0.8423  -5.7161  0.45
H  -0.5319  1.1018  -3.2788  0.84
O  -0.5519  -0.4746  -0.7880  -0.16
C  -1.9133  -0.0421  -0.4826  2.53
C  -1.9308  1.4754  -0.8185  0.33
O  -2.9372  2.0200  -1.3204  -0.61
O  -0.7850  2.0821  -0.7102  -0.53
C  -2.9547  -0.7553  -1.3733  -0.07
C  -4.0266  -1.4912  -0.8557  -0.56
C  -5.0404  -1.8188  -1.7163  -0.51
C  -5.0192  -1.5724  -3.0933  -0.64
C  -3.8536  -1.1832  -3.6565  -0.86
C  -2.7945  -0.6930  -2.7509  -0.36
C  -2.1899  -0.2252  1.0032  -0.07
C  -3.4332  0.3373  1.3980  -0.43
C  -3.7824  0.3303  2.7620  -1.16
C  -2.8781  -0.1875  3.6412  -0.64
C  -1.7464  -0.8324  3.2358  -0.67
C  -1.4069  -0.9091  1.8870  -0.30
H  -0.5743  -1.4437  -0.8641  0.46
H  -4.1841  -1.7063  0.2242  0.43
H  -5.9206  -2.2822  -1.2784  0.39
H  -5.9249  -1.8125  -3.6545  0.40
H  -3.6477  -1.0959  -4.6942  0.43
H  -1.8888  -0.2849  -3.1212  0.31
H  -4.1446  0.8235  0.7039  0.46
H  -4.6523  0.8303  3.1494  0.41
H  -3.0054  -0.1980  4.6918  0.49
H  -1.0241  -1.3322  3.8549  0.52
H  -0.5627  -1.5702  1.6754  0.20

Computed, not measured: a 5-piece molecular cluster, C28H23IO11 overall, with ωB97M-V/def2-TZVPD.

Properties
frontier orbital gap: 7.75 eV
SMILES: O=C1C=CC(=O)C=C1.O=C1C=CC(=O)C=C1.O=C1C=CC(=O)C=C1.O=C1C=CC(=O)C=C1.O=CO[C@@H](I)CCO
net charge: 0
HOMO level: -9.69 eV

Each line ends with the Mulliken charge.
Atoms and positions in Å:
O  2.4626  -8.3324  1.8521  -0.63
C  2.0306  -8.4174  2.9877  0.53
C  2.8555  -8.9696  4.0831  -0.48
C  2.3813  -9.0643  5.3256  -0.30
C  1.0113  -8.6198  5.6611  0.35
O  0.5803  -8.7045  6.7943  -0.54
C  0.1864  -8.0674  4.5651  -0.32
C  0.6609  -7.9729  3.3227  -0.31
H  3.8562  -9.2897  3.8205  0.43
H  2.9709  -9.4667  6.1398  0.41
H  -0.8143  -7.7473  4.8274  0.41
H  0.0714  -7.5705  2.5083  0.43
O  5.1729  2.3131  -0.2258  -0.54
C  4.0520  2.2624  -0.6938  0.26
C  3.4550  3.4257  -1.3845  -0.42
C  2.2248  3.3700  -1.8954  -0.40
C  1.4063  2.1431  -1.7948  0.19
O  0.2844  2.0926  -2.2632  -0.53
C  2.0027  0.9802  -1.1045  -0.14
C  3.2329  1.0354  -0.5933  -0.20
H  4.0681  4.3159  -1.4500  0.41
H  1.7717  4.2120  -2.4035  0.44
H  1.3896  0.0908  -1.0389  0.35
H  3.6856  0.1929  -0.0850  0.49
O  -1.8416  4.0098  -0.0929  -0.58
C  -2.8723  3.7072  -0.6652  0.43
C  -2.8694  2.7717  -1.8104  -0.26
C  -4.0000  2.4435  -2.4376  -0.46
C  -5.3031  2.9991  -2.0143  0.33
O  -6.3341  2.6978  -2.5856  -0.56
C  -5.3056  3.9347  -0.8690  -0.43
C  -4.1758  4.2628  -0.2418  -0.37
H  -1.9070  2.3735  -2.1072  0.56
H  -4.0167  1.7610  -3.2781  0.44
H  -6.2680  4.3332  -0.5722  0.45
H  -4.1595  4.9458  0.5989  0.48
O  -3.4068  8.5495  -4.8938  -0.55
C  -3.8390  8.4705  -3.7601  0.37
C  -3.0140  7.9269  -2.6600  -0.38
C  -3.4898  7.8388  -1.4176  -0.30
C  -4.8610  8.2816  -1.0864  0.42
O  -5.2932  8.2021  0.0480  -0.57
C  -5.6861  8.8250  -2.1863  -0.39
C  -5.2106  8.9135  -3.4289  -0.33
H  -2.0122  7.6076  -2.9192  0.44
H  -2.8999  7.4426  -0.6001  0.46
H  -6.6880  9.1440  -1.9269  0.42
H  -5.8003  9.3093  -4.2462  0.41
O  1.0034  -2.0416  0.4521  -0.48
C  1.7151  -2.5150  -0.4526  0.17
O  2.9120  -3.1859  -0.1064  -0.17
C  2.7481  -4.6325  -0.1521  -0.53
I  3.8212  -5.4483  -1.9062  0.02
C  3.2956  -5.2114  1.2319  0.01
C  4.8865  -5.1871  1.3850  -0.60
O  5.5013  -3.9060  1.1267  -0.49
H  1.3589  -2.3215  -1.5267  0.40
H  1.6471  -4.9192  -0.3230  0.56
H  2.9763  -6.3050  1.4104  -0.13
H  2.7586  -4.6142  2.0588  0.33
H  5.1021  -5.4338  2.4928  0.31
H  5.4080  -5.9683  0.7328  0.36
H  5.1204  -3.2734  1.7742  0.31